Here is C28H31F4N6O4SV as an isolated structure from OMol25. Energies are from wB97M-V/def2-TZVPD.

ORCA input file:
```
! RIJCOSX wB97M-V def2-TZVPD def2/J DEFGRID3
* xyz -2 3
V -0.108 -0.389 -0.405
C -2.859 -0.719 -2.945
C -2.435 0.728 -2.735
N -2.131 1.072 -1.348
C -3.273 0.976 -0.451
C -4.435 1.952 -0.709
C -1.499 2.385 -1.328
C -1.148 2.918 0.061
N -0.640 1.900 0.942
C -0.405 2.233 2.179
C -0.022 1.211 3.112
F 0.109 -0.052 2.619
C 0.192 1.424 4.444
F 0.533 0.384 5.259
C 0.053 2.680 5.031
C -0.307 3.707 4.173
F -0.457 4.963 4.699
C -0.526 3.521 2.831
F -0.857 4.654 2.124
H -2.872 -0.933 -4.013
H -3.844 -0.945 -2.539
H -2.115 -1.366 -2.487
H -3.203 1.411 -3.154
H -1.506 0.869 -3.297
H -2.894 1.131 0.561
H -3.653 -0.047 -0.505
H -4.106 2.983 -0.613
H -5.220 1.776 0.026
H -4.862 1.809 -1.701
H -2.134 3.143 -1.836
H -0.582 2.304 -1.904
H -2.044 3.392 0.501
H -0.406 3.720 -0.088
H 0.216 2.849 6.080
O -1.395 -1.356 0.234
N -1.796 -2.592 -0.210
C -2.655 -3.316 0.621
C -2.618 -4.677 0.686
C -1.700 -5.401 -0.087
C -0.829 -4.678 -0.928
C -0.858 -3.306 -0.980
S 0.158 -2.334 -1.960
H -3.316 -2.709 1.217
H -3.316 -5.201 1.328
H -1.678 -6.481 -0.061
H -0.116 -5.197 -1.552
O 0.644 0.967 -3.447
C 1.320 1.055 -2.394
O 0.900 0.589 -1.283
C 2.610 1.769 -2.406
C 3.218 2.064 -3.634
C 4.400 2.764 -3.685
C 5.011 3.190 -2.509
C 4.419 2.897 -1.283
C 3.233 2.200 -1.226
H 2.725 1.725 -4.534
H 4.856 2.983 -4.643
H 5.947 3.737 -2.547
H 4.896 3.229 -0.367
H 2.758 1.988 -0.279
C 2.635 -3.910 2.755
N 2.388 -3.232 1.510
C 3.461 -2.492 0.901
C 2.712 -1.336 0.193
O 3.260 -0.536 -0.540
N 1.399 -1.413 0.555
C 1.236 -2.461 1.343
N 0.087 -2.802 2.006
H 3.430 -4.643 2.603
H 1.726 -4.423 3.064
H 2.939 -3.218 3.553
H 4.016 -3.098 0.176
H 4.170 -2.087 1.640
H -0.636 -2.136 1.718
H -0.202 -3.764 1.865
*
```

Its HOMO energy (spin up / spin down) is 0.57 / 0.87 eV. The expectation value of S² is 2.400. As for the LUMO energy (spin up / spin down): 4.559 / 4.553 eV.

***

Here is a 2-piece molecular cluster, C28H31F6N4 overall from OMol25. Energies are from wB97M-V/def2-TZVPD.

ORCA input file:
```
! RIJCOSX wB97M-V def2-TZVPD def2/J DEFGRID3
* xyz 1 1
C -5.834 2.822 -2.917
N -4.452 2.833 -3.339
C -4.191 2.618 -4.758
C -3.903 1.164 -4.981
F -3.728 0.810 -6.281
F -2.764 0.818 -4.286
F -4.913 0.391 -4.461
C -3.419 2.956 -2.456
C -2.243 3.675 -2.806
C -1.203 3.787 -1.916
C -1.241 3.102 -0.663
C -0.206 3.296 0.274
C -0.292 3.161 1.670
C 0.876 3.370 2.470
C 0.934 2.902 3.763
C -0.157 2.175 4.314
N -0.059 1.517 5.545
C 0.997 0.543 5.793
C -0.498 2.256 6.738
C -1.968 2.095 7.013
F -2.345 2.594 8.231
F -2.714 2.747 6.057
F -2.325 0.770 6.968
C -1.395 2.195 3.615
C -1.479 2.731 2.350
C -2.336 2.218 -0.425
C -3.451 2.250 -1.226
H -6.007 3.594 -2.149
H -6.456 3.078 -3.782
H -6.137 1.836 -2.525
H -5.092 2.893 -5.309
H -3.324 3.206 -5.076
H -2.189 4.152 -3.785
H -0.334 4.406 -2.144
H 0.763 3.590 -0.125
H 1.728 3.873 2.005
H 1.812 3.084 4.386
H 1.768 0.561 5.013
H 1.481 0.769 6.748
H 0.550 -0.462 5.855
H 0.041 1.862 7.603
H -0.308 3.329 6.602
H -2.278 1.741 4.062
H -2.457 2.781 1.874
H -2.288 1.497 0.388
H -4.329 1.656 -0.983
C 7.062 0.896 -5.021
C 7.936 1.348 -3.844
C 7.008 2.086 -2.864
N 5.676 1.956 -3.420
C 4.556 2.337 -2.722
C 4.485 3.651 -2.206
C 3.305 4.049 -1.580
N 2.306 3.185 -1.342
C 2.379 1.921 -1.786
C 3.467 1.456 -2.528
C 5.603 1.168 -4.629
H 7.303 1.499 -5.900
H 7.195 -0.156 -5.275
H 8.381 0.495 -3.329
H 8.735 2.011 -4.180
H 7.041 1.629 -1.860
H 7.294 3.141 -2.734
H 5.305 4.353 -2.363
H 3.175 5.092 -1.268
H 1.540 1.252 -1.553
H 3.486 0.427 -2.898
H 5.075 1.718 -5.426
H 5.031 0.245 -4.448
*
```

Its HOMO energy is -10.09 eV. As for the LUMO energy: -4.761 eV.

***

Here is C28H31N6OSn as an isolated structure from OMol25. Energies are from wB97M-V/def2-TZVPD.

ORCA input file:
```
! RIJCOSX wB97M-V def2-TZVPD def2/J DEFGRID3
* xyz 1 1
Sn -0.612 0.557 -1.794
C -1.284 -0.482 2.663
C -1.469 0.140 1.318
N -0.493 0.534 0.587
N 0.765 0.487 1.128
C 1.676 0.756 0.222
O 1.447 1.038 -1.011
C 3.093 0.798 0.687
C 3.412 0.819 2.047
C 4.739 0.819 2.449
C 5.757 0.781 1.501
C 5.443 0.764 0.147
C 4.115 0.786 -0.260
C -2.841 0.337 0.780
C -3.958 -0.144 1.447
C -5.216 0.117 0.926
C -5.328 0.842 -0.248
C -4.159 1.252 -0.870
N -2.951 1.014 -0.366
H -0.228 -0.554 2.890
H -1.709 -1.489 2.665
H -1.789 0.100 3.439
H 2.605 0.808 2.770
H 4.984 0.836 3.505
H 6.792 0.754 1.816
H 6.234 0.719 -0.593
H 3.857 0.771 -1.312
H -3.848 -0.728 2.351
H -6.103 -0.251 1.428
H -6.292 1.077 -0.678
H -4.183 1.775 -1.822
N 2.461 4.443 1.063
C 1.164 4.866 0.398
C 0.601 3.627 -0.278
N -0.614 3.772 -1.052
H 2.979 5.225 1.452
H 3.058 3.961 0.388
H 2.279 3.772 1.810
H 1.388 5.653 -0.317
H 0.501 5.260 1.164
H 0.417 2.871 0.491
H 1.372 3.220 -0.935
H -0.538 4.416 -1.828
H -1.423 4.008 -0.492
C 1.891 -3.495 1.320
C 2.438 -2.619 0.393
C 1.634 -2.015 -0.566
C 0.259 -2.251 -0.607
C -0.280 -3.151 0.323
C 0.528 -3.767 1.268
N -0.566 -1.572 -1.532
C -1.537 -2.347 -2.212
C -1.178 -3.581 -2.779
C -2.096 -4.333 -3.490
C -3.400 -3.880 -3.675
C -3.768 -2.662 -3.130
C -2.850 -1.909 -2.400
H 2.518 -3.971 2.064
H 3.503 -2.412 0.404
H 2.072 -1.367 -1.319
H -1.345 -3.360 0.296
H 0.089 -4.467 1.972
H -0.162 -3.937 -2.652
H -1.790 -5.280 -3.921
H -4.116 -4.471 -4.232
H -4.781 -2.294 -3.255
H -3.163 -0.984 -1.944
*
```

Its HOMO energy is -9.12 eV. As for the LUMO energy: -3.125 eV.

***

Here is C28H31N8O4OsPS2 as an isolated structure from OMol25. Energies are from wB97M-V/def2-TZVPD.

ORCA input file:
```
! RIJCOSX wB97M-V def2-TZVPD def2/J DEFGRID3
* xyz 1 2
Os -1.135 -0.525 -1.457
O -0.805 2.967 2.595
C -0.284 3.880 1.752
C 0.440 4.939 2.301
C 0.988 5.901 1.478
C 0.830 5.835 0.094
C 0.122 4.788 -0.453
C -0.441 3.795 0.359
C -1.179 2.658 -0.220
O -1.809 1.846 0.483
N -1.145 2.584 -1.585
N -1.656 1.443 -2.053
C -2.512 1.503 -3.023
C -2.991 0.270 -3.612
C -3.936 0.245 -4.624
C -4.359 -0.979 -5.109
C -3.816 -2.134 -4.566
C -2.878 -2.037 -3.556
N -2.467 -0.856 -3.078
H -1.370 2.371 2.051
H 0.537 5.000 3.376
H 1.537 6.724 1.918
H 1.251 6.602 -0.541
H -0.015 4.716 -1.523
H -2.870 2.474 -3.342
H -4.328 1.176 -5.009
H -5.102 -1.032 -5.893
H -4.115 -3.112 -4.914
H -2.451 -2.918 -3.105
C 0.077 -5.375 -0.354
C -1.042 -4.556 -0.956
O -0.636 -3.770 -2.095
P 0.234 -2.424 -2.097
S 1.946 -2.556 -1.256
S -2.502 -1.328 -0.180
O 0.231 -2.100 -3.654
C 0.472 -3.041 -4.732
C 1.763 -3.811 -4.589
H -0.361 -6.104 0.329
H 0.790 -4.764 0.195
H 0.617 -5.914 -1.132
H -1.499 -3.887 -0.221
H -1.825 -5.202 -1.350
H 0.482 -2.415 -5.622
H -0.388 -3.712 -4.785
H 2.625 -3.146 -4.592
H 1.841 -4.493 -5.436
H 1.786 -4.399 -3.672
C 0.359 -1.507 1.707
C 0.902 -0.367 0.933
N 0.451 0.080 -0.233
C 1.271 1.119 -0.633
C 2.222 1.297 0.307
N 1.980 0.362 1.290
C 2.937 0.146 2.387
N 2.380 -0.043 3.682
N 2.236 -1.309 4.173
N 1.704 -1.263 5.324
C 1.477 0.062 5.651
C 0.936 0.626 6.810
C 0.869 1.997 6.861
C 1.341 2.796 5.795
C 1.870 2.251 4.650
C 1.909 0.857 4.598
H -0.200 -2.160 1.043
H -0.308 -1.157 2.498
H 1.158 -2.082 2.165
H 1.125 1.652 -1.555
H 3.043 1.988 0.361
H 3.568 1.033 2.395
H 3.547 -0.729 2.161
H 0.600 0.002 7.626
H 0.455 2.482 7.734
H 1.284 3.873 5.888
H 2.230 2.868 3.839
*
```

Its HOMO energy (spin up / spin down) is -10.45 / -10.45 eV. The expectation value of S² is 0.760. As for the LUMO energy (spin up / spin down): -5.020 / -4.935 eV.

***

Here is C28H32AuN7OS2SeSi as an isolated structure from OMol25. Energies are from wB97M-V/def2-TZVPD.

ORCA input file:
```
! RIJCOSX wB97M-V def2-TZVPD def2/J DEFGRID3
* xyz 0 3
Au -7.457 -16.424 5.766
S -8.662 -18.139 4.459
C -9.537 -18.863 5.785
N -10.152 -20.085 5.673
N -10.127 -20.679 4.472
C -10.556 -22.040 4.275
C -10.858 -22.890 5.242
C -11.141 -24.224 4.887
C -11.115 -24.580 3.536
C -10.793 -23.653 2.518
C -10.457 -22.396 2.868
N -9.449 -18.437 6.975
N -8.944 -17.182 7.052
C -9.592 -16.460 7.953
C -10.612 -16.935 8.859
C -11.497 -15.992 9.319
C -11.266 -14.595 8.960
C -10.151 -14.088 8.455
C -9.076 -15.045 8.134
H -9.588 -20.242 3.733
H -10.832 -22.590 6.315
H -11.338 -24.938 5.589
H -11.232 -25.646 3.182
H -10.672 -23.941 1.454
H -10.218 -21.581 2.169
H -10.838 -17.987 9.011
H -12.355 -16.381 9.892
H -12.093 -13.934 9.110
H -9.895 -13.127 8.232
H -8.795 -14.728 7.134
C -3.913 -18.084 12.132
N -5.115 -18.446 11.381
N -5.226 -17.841 10.124
C -5.687 -18.790 9.134
O -5.922 -18.443 7.970
C -5.861 -19.961 9.924
C -5.451 -19.751 11.164
C -5.240 -20.768 12.262
C -5.558 -16.469 10.129
C -5.385 -15.761 8.781
C -4.768 -14.400 8.924
C -5.168 -13.655 9.938
C -6.090 -14.267 10.955
C -5.848 -15.707 11.156
H -3.592 -17.160 11.705
H -3.189 -18.868 11.995
H -4.131 -17.938 13.212
H -6.195 -20.888 9.551
H -5.778 -21.703 12.088
H -5.596 -20.428 13.204
H -4.173 -21.035 12.460
H -4.844 -16.472 8.185
H -4.007 -14.151 8.135
H -4.946 -12.584 10.054
H -6.076 -13.665 11.877
H -5.890 -16.132 12.181
C -8.391 -13.365 3.865
Si -6.620 -13.227 4.413
C -5.642 -12.242 3.141
C -6.709 -12.293 6.002
Se -5.709 -15.321 4.492
H -8.881 -12.384 3.778
H -9.035 -13.985 4.490
H -8.308 -13.766 2.847
H -5.928 -11.201 3.002
H -5.624 -12.865 2.190
H -4.615 -12.166 3.434
H -6.353 -12.665 6.945
H -7.765 -11.948 6.269
H -6.205 -11.297 5.810
S -7.791 -14.013 10.314
C -7.720 -15.027 8.834
N -6.767 -15.615 8.254
*
```

Its HOMO energy (spin up / spin down) is -7.02 / -7.41 eV. The expectation value of S² is 2.035. As for the LUMO energy (spin up / spin down): -0.498 / -1.101 eV.

***

Here is a 5-piece molecular cluster, C28H32BF32NO9 overall from OMol25. Energies are from wB97M-V/def2-TZVPD.

ORCA input file:
```
! RIJCOSX wB97M-V def2-TZVPD def2/J DEFGRID3
* xyz 0 1
C 0.281 -3.577 -1.336
C 0.291 -3.634 -2.874
N 0.936 -2.495 -3.552
C 2.320 -2.227 -3.259
O 3.035 -3.349 -2.713
C 3.569 -3.023 -1.524
O 4.320 -3.709 -0.934
O 3.113 -1.827 -1.098
C 2.688 -1.069 -2.275
C 3.927 -0.357 -2.849
C 4.794 0.383 -1.821
B 1.502 -0.039 -1.892
O 0.219 -0.411 -1.592
O 1.812 1.291 -1.938
C 1.135 2.184 -1.051
H -0.630 -3.108 -0.941
H 0.313 -4.600 -0.943
H 1.141 -3.054 -0.908
H 0.728 -4.584 -3.204
H -0.753 -3.632 -3.214
H 0.875 -2.663 -4.548
H 2.792 -1.976 -4.217
H 4.553 -1.089 -3.387
H 3.570 0.371 -3.590
H 4.975 -0.221 -0.927
H 5.774 0.600 -2.268
H 4.348 1.338 -1.529
H 0.122 -1.201 -1.052
H 1.576 3.177 -1.186
H 0.064 2.234 -1.273
H 1.275 1.869 -0.012
F -1.596 -0.367 2.860
C -1.669 -1.028 1.694
F -0.415 -1.108 1.179
C -2.557 -0.285 0.691
F -2.007 0.901 0.378
F -2.528 -1.072 -0.432
C -4.041 -0.117 1.041
O -4.421 1.135 1.573
C -4.410 1.391 2.911
F -4.129 0.298 3.640
F -5.653 1.799 3.262
C -3.466 2.552 3.256
F -2.209 2.266 2.873
F -3.476 2.728 4.597
H -2.039 -2.042 1.865
H -4.556 -0.170 0.083
H -4.402 -0.951 1.644
H -3.800 3.469 2.768
F -2.849 5.805 7.339
C -3.449 5.265 6.260
F -2.594 5.354 5.216
C -4.725 6.032 5.899
F -4.420 7.287 5.522
F -5.221 5.375 4.801
C -5.867 6.041 6.923
O -5.981 7.192 7.732
C -5.349 7.302 8.934
F -4.734 6.166 9.296
F -6.294 7.565 9.870
C -4.382 8.497 8.958
F -3.448 8.362 7.998
F -3.765 8.529 10.158
H -3.672 4.215 6.453
H -6.773 6.047 6.318
H -5.876 5.122 7.509
H -4.935 9.425 8.804
F 9.559 -2.888 -3.872
C 8.349 -3.455 -4.042
F 7.939 -3.202 -5.306
C 7.325 -2.867 -3.067
F 7.131 -1.558 -3.344
F 6.163 -3.524 -3.356
C 7.564 -3.065 -1.564
O 8.138 -1.972 -0.871
C 9.481 -1.805 -0.749
F 10.178 -2.843 -1.236
F 9.766 -1.718 0.576
C 9.946 -0.477 -1.366
F 9.637 -0.432 -2.676
F 11.289 -0.386 -1.241
H 8.429 -4.537 -3.908
H 6.564 -3.162 -1.140
H 8.087 -4.001 -1.363
H 9.473 0.358 -0.849
F -5.374 -2.234 -5.357
C -4.149 -1.777 -5.682
F -3.872 -2.160 -6.946
C -3.090 -2.369 -4.747
F -3.014 -3.704 -4.921
F -1.906 -1.822 -5.156
C -3.176 -2.027 -3.253
O -3.760 -3.005 -2.414
C -5.089 -3.025 -2.138
F -5.734 -1.954 -2.626
F -5.226 -2.988 -0.782
C -5.746 -4.335 -2.597
F -5.589 -4.492 -3.923
F -7.067 -4.275 -2.322
H -4.139 -0.686 -5.631
H -2.137 -1.974 -2.928
H -3.605 -1.036 -3.098
H -5.300 -5.180 -2.071
*
```

Its HOMO energy is -9.58 eV. As for the LUMO energy: 0.262 eV. The structure (SMILES) is CCN[C@@H]1OC(=O)O[C@]1(CC)B(O)OC.FC(F)C(F)(F)COC(F)(F)C(F)F.FC(F)C(F)(F)COC(F)(F)C(F)F.FC(F)C(F)(F)COC(F)(F)C(F)F.FC(F)C(F)(F)COC(F)(F)C(F)F.

***

Total energy: -94060.9759 -51797.4278 -46353.4267 -83071.9135 -140615.3954 -137111.7306 (eV)